Version a
The following is a DFT calculation (ωB97M-V/def2-TZVPD) of one molecule with the formula C22H26N4O3.

Structure (XYZ):
```
55
Properties=species:S:1:pos:R:3:lowdin_charge:R:1
C -0.86 -4.94 -2.43 -0.072
C -1.60 -3.94 -1.53 -0.228
N -1.21 -2.56 -1.71 -0.108
C 0.01 -2.14 -1.05 -0.163
C 1.21 -2.09 -2.00 -0.150
C 2.38 -1.28 -1.43 -0.170
N 2.14 0.14 -1.48 0.076
C 2.28 0.96 -0.42 -0.492
O 2.56 0.55 0.69 0.068
C 2.06 2.44 -0.71 -0.055
C 0.70 2.90 -0.17 -0.103
N 0.52 2.44 1.19 0.068
C 1.18 3.15 2.18 -0.469
O 1.75 4.19 1.95 0.093
N 1.10 2.63 3.44 0.185
C 0.51 1.43 3.75 -0.172
C 0.52 0.93 5.05 -0.014
C -0.09 -0.28 5.33 -0.071
C -0.72 -1.00 4.32 -0.077
C -0.73 -0.52 3.03 0.003
C -0.12 0.70 2.74 -0.060
C -0.11 1.21 1.37 -0.361
O -0.61 0.64 0.42 0.067
C -1.78 -1.78 -2.69 -0.222
C -1.50 -0.40 -2.76 -0.032
C -2.08 0.40 -3.72 -0.095
C -2.96 -0.13 -4.65 -0.117
C -3.25 -1.48 -4.59 -0.099
C -2.67 -2.29 -3.63 -0.036
H -0.94 -4.64 -3.47 0.070
H 0.19 -4.98 -2.17 0.060
H -1.29 -5.93 -2.32 0.071
H -2.68 -4.02 -1.70 0.110
H -1.42 -4.21 -0.49 0.114
H -0.14 -1.15 -0.60 0.083
H 0.22 -2.83 -0.24 0.129
H 0.90 -1.64 -2.95 0.110
H 1.56 -3.10 -2.22 0.103
H 2.54 -1.53 -0.37 0.123
H 3.29 -1.51 -1.99 0.122
H 1.86 0.52 -2.37 0.143
H 2.84 2.99 -0.19 0.124
H 2.12 2.65 -1.78 0.116
H -0.12 2.47 -0.76 0.124
H 0.65 3.99 -0.18 0.130
H 1.59 3.14 4.16 0.167
H 1.01 1.49 5.84 0.112
H -0.08 -0.66 6.34 0.106
H -1.19 -1.95 4.55 0.103
H -1.20 -1.05 2.22 0.120
H -0.85 0.06 -2.03 0.079
H -1.84 1.45 -3.74 0.099
H -3.41 0.50 -5.41 0.093
H -3.94 -1.92 -5.30 0.101
H -2.93 -3.34 -3.64 0.093
```

Values from the calculation:
HOMO   -7.318 eV
Kohn-Sham gap   7.73 eV
Structure (SMILES)   CCN(CCCNC(=O)CCn1c(=O)[nH]c2ccccc2c1=O)c1ccccc1
Total charge   0

---

Version b
The following is a DFT calculation (ωB97M-V/def2-TZVPD) of one molecule with the formula C22H26N4O3.

Structure (XYZ):
```
55
Properties=species:S:1:pos:R:3:lowdin_charge:R:1
C 3.34 -0.86 -0.35 -0.054
C 1.89 -0.78 0.14 -0.219
N 1.42 0.57 0.36 -0.091
C 1.85 1.19 1.60 -0.156
C 0.70 1.56 2.55 -0.149
C 0.45 0.54 3.66 -0.168
N -0.20 -0.65 3.16 0.091
C 0.42 -1.83 3.04 -0.517
O 1.57 -2.01 3.41 0.032
C -0.38 -2.99 2.46 -0.058
C -1.72 -2.71 1.79 -0.109
N -1.62 -2.02 0.50 0.092
C -1.24 -2.81 -0.58 -0.479
O -0.92 -3.96 -0.45 0.096
N -1.28 -2.20 -1.80 0.183
C -1.69 -0.91 -2.03 -0.191
C -1.78 -0.39 -3.32 -0.023
C -2.20 0.92 -3.50 -0.075
C -2.52 1.72 -2.40 -0.073
C -2.44 1.20 -1.13 0.008
C -2.03 -0.12 -0.93 -0.070
C -2.00 -0.69 0.41 -0.346
O -2.32 -0.07 1.41 0.055
C 1.11 1.38 -0.72 -0.224
C 0.77 2.72 -0.53 -0.030
C 0.45 3.54 -1.59 -0.094
C 0.47 3.06 -2.89 -0.121
C 0.79 1.73 -3.09 -0.109
C 1.10 0.90 -2.03 -0.043
H 3.62 -1.90 -0.52 0.077
H 3.46 -0.30 -1.28 0.066
H 4.01 -0.44 0.39 0.075
H 1.23 -1.28 -0.57 0.099
H 1.82 -1.32 1.09 0.096
H 2.51 0.48 2.12 0.122
H 2.45 2.08 1.38 0.121
H -0.23 1.67 1.98 0.102
H 0.92 2.52 3.02 0.111
H 1.40 0.23 4.11 0.119
H -0.18 0.98 4.43 0.120
H -1.11 -0.49 2.73 0.087
H 0.27 -3.51 1.76 0.119
H -0.56 -3.67 3.29 0.132
H -2.39 -2.12 2.42 0.129
H -2.20 -3.67 1.58 0.132
H -1.02 -2.78 -2.59 0.168
H -1.53 -1.01 -4.17 0.116
H -2.27 1.32 -4.49 0.114
H -2.83 2.74 -2.56 0.110
H -2.69 1.80 -0.26 0.125
H 0.74 3.15 0.47 0.095
H 0.20 4.58 -1.40 0.103
H 0.24 3.71 -3.72 0.098
H 0.82 1.33 -4.10 0.107
H 1.35 -0.12 -2.25 0.100
```

Values from the calculation:
HOMO   -7.578 eV
Kohn-Sham gap   7.70 eV
Structure (SMILES)   CCN(CCCNC(=O)CCn1c(=O)[nH]c2ccccc2c1=O)c1ccccc1
Total charge   0

---

Version c
The following is a DFT calculation (ωB97M-V/def2-TZVPD) of one molecule with the formula C22H26N4O3.

Structure (XYZ):
```
55
Properties=species:S:1:pos:R:3:lowdin_charge:R:1
C -5.43 -2.41 1.33 -0.115
O -5.56 -1.04 1.05 -0.193
C -5.21 -0.22 2.14 -0.221
C -5.39 1.24 1.72 -0.137
N -4.49 1.59 0.65 0.085
C -4.93 1.91 -0.58 -0.483
O -6.09 2.15 -0.86 0.074
C -3.82 2.03 -1.64 -0.029
N -2.63 1.30 -1.33 -0.064
C -1.44 1.83 -0.97 0.010
C -0.51 0.83 -0.71 -0.135
C 0.82 1.14 -0.34 0.047
C 1.97 0.42 -0.37 -0.128
C 2.13 -0.87 -0.89 -0.216
N 2.38 -1.91 -1.32 0.180
C 3.21 1.10 0.12 -0.453
O 3.18 2.23 0.58 0.055
N 4.34 0.37 0.02 0.100
C 5.64 0.85 0.45 -0.287
C 6.28 -0.13 1.45 -0.139
C 7.21 -0.99 0.60 -0.198
C 7.80 0.02 -0.37 -0.196
C 6.62 0.92 -0.74 -0.127
C -1.22 -0.42 -0.89 -0.095
C -0.91 -1.76 -0.71 -0.016
C -1.88 -2.71 -0.95 -0.077
C -3.17 -2.35 -1.36 -0.090
C -3.52 -1.02 -1.52 -0.003
C -2.54 -0.07 -1.28 -0.169
H -5.77 -2.94 0.44 0.086
H -6.05 -2.70 2.18 0.089
H -4.38 -2.67 1.53 0.090
H -4.16 -0.40 2.43 0.128
H -5.85 -0.44 3.01 0.127
H -6.41 1.39 1.35 0.127
H -5.22 1.89 2.59 0.125
H -3.53 1.33 0.78 0.138
H -3.58 3.09 -1.75 0.141
H -4.24 1.69 -2.59 0.142
H -1.29 2.89 -0.94 0.142
H 0.97 2.16 0.01 0.130
H 4.30 -0.56 -0.38 0.123
H 5.46 1.83 0.89 0.142
H 5.53 -0.71 1.98 0.114
H 6.86 0.43 2.18 0.115
H 7.97 -1.50 1.20 0.106
H 6.64 -1.75 0.06 0.111
H 8.25 -0.45 -1.25 0.105
H 8.58 0.60 0.13 0.110
H 6.93 1.94 -0.94 0.109
H 6.12 0.54 -1.64 0.113
H 0.07 -2.06 -0.38 0.083
H -1.64 -3.75 -0.82 0.104
H -3.90 -3.12 -1.55 0.103
H -4.52 -0.74 -1.80 0.119
```

Values from the calculation:
HOMO   -8.189 eV
Kohn-Sham gap   8.00 eV
Structure (SMILES)   COCCNC(=O)Cn1cc(/C=C(\C#N)C(=O)NC2CCCC2)c2ccccc21
Total charge   0

---

Which one is most stable, and which one is least stable? version b is the most stable of them, while version c is the least stable.

---

Version a
The following is a DFT calculation (ωB97M-V/def2-TZVPD) of an isolated ion of composition C6H10 and charge +1.

Structure (XYZ):
```
16
Properties=species:S:1:pos:R:3:lowdin_charge:R:1
C -0.98 1.56 0.33 -0.024
C -0.95 0.05 0.14 -0.200
C 0.30 -0.56 -0.03 -0.003
C 1.55 0.09 -0.23 -0.071
C 2.71 -0.57 -0.59 0.177
C -2.26 -0.68 0.17 0.014
H -1.70 1.79 1.12 0.098
H -1.12 2.15 -0.58 0.117
H -0.08 1.94 0.89 0.102
H 0.22 -1.65 -0.02 0.134
H 1.69 1.09 0.19 0.120
H 2.66 -1.54 -1.07 0.097
H 3.62 -0.25 -0.14 0.090
H -2.29 -0.70 1.29 0.137
H -2.16 -1.75 0.06 0.095
H -3.05 -0.06 -0.25 0.115
```

Values from the calculation:
Spin multiplicity   2
HOMO (alpha / beta)   -14.199 / -15.866 eV
Kohn-Sham gap (alpha / beta)   9.15 / 8.43 eV
<S²>   0.787
Total charge   +1

---

Version b
The following is a DFT calculation (ωB97M-V/def2-TZVPD) of an isolated ion of composition C6H10 and charge +1.

Structure (XYZ):
```
16
Properties=species:S:1:pos:R:3:lowdin_charge:R:1
C -0.96 1.12 -0.83 -0.044
C -0.26 1.82 -1.75 0.184
C 0.96 -0.23 -0.08 0.041
C -0.36 0.20 0.09 -0.202
C -1.21 -0.37 1.15 -0.008
C 1.51 -1.42 0.58 -0.033
H -1.96 1.37 -0.51 0.125
H 0.75 1.53 -1.98 0.078
H -0.68 2.61 -2.35 0.099
H 1.58 0.13 -0.89 0.122
H -1.07 -0.02 2.16 0.117
H -2.26 -0.16 0.94 0.094
H -1.13 -1.46 1.06 0.104
H 1.85 -1.10 1.58 0.130
H 0.83 -2.25 0.78 0.098
H 2.40 -1.77 0.08 0.095
```

Values from the calculation:
Spin multiplicity   2
HOMO (alpha / beta)   -14.481 / -16.144 eV
Kohn-Sham gap (alpha / beta)   9.17 / 8.60 eV
<S²>   0.777
Total charge   +1

---

Version c
The following is a DFT calculation (ωB97M-V/def2-TZVPD) of an isolated ion of composition C6H10 and charge +1.

Structure (XYZ):
```
16
Properties=species:S:1:pos:R:3:lowdin_charge:R:1
C -0.25 -0.41 -1.66 -0.185
C -0.64 0.22 -2.77 0.050
C -1.07 -0.80 -0.47 -0.139
C -0.56 -0.04 0.78 0.087
C 0.77 -0.22 1.13 0.036
C 1.36 0.70 2.22 -0.001
H 0.83 -0.47 -1.53 0.099
H -1.72 0.37 -2.94 0.078
H -0.11 0.96 -3.34 0.077
H -0.96 -1.80 0.00 0.155
H -2.14 -0.70 -0.67 0.130
H -1.31 0.53 1.33 0.154
H 1.31 -1.05 0.70 0.143
H 2.23 1.21 1.79 0.111
H 1.63 0.02 3.02 0.114
H 0.64 1.50 2.39 0.092
```

Values from the calculation:
Spin multiplicity   2
HOMO (alpha / beta)   -14.014 / -13.971 eV
Kohn-Sham gap (alpha / beta)   9.13 / 5.47 eV
<S²>   0.753
Total charge   +1

---

Which one is most stable, and which one is least stable? version b is the most stable of them, while version c is the least stable.

---

Version a
The following is a DFT calculation (ωB97M-V/def2-TZVPD) of a 2-piece molecular cluster, C7H10N2O overall.

Structure (XYZ):
```
20
Properties=species:S:1:pos:R:3:lowdin_charge:R:1
C -3.13 -0.73 0.60 -0.127
C -2.00 -0.11 1.03 -0.060
C -1.82 -0.64 -1.09 -0.192
C 0.42 1.87 0.34 -0.054
C 0.60 1.41 -1.13 -0.072
C 0.08 0.52 -0.04 -0.234
C 1.74 -1.68 0.44 -0.088
N -2.98 -1.11 -0.74 0.064
N -1.19 -0.04 -0.08 -0.064
O 1.96 -2.11 -0.83 -0.085
H -4.00 -1.12 1.11 0.092
H -1.73 0.35 1.94 0.110
H -1.26 -0.93 -1.91 0.114
H 1.47 1.93 0.71 0.126
H -0.25 2.64 0.40 0.076
H -0.13 1.56 -1.84 0.067
H 1.48 1.35 -1.73 0.098
H 0.99 -2.23 1.09 0.083
H 1.67 -0.59 0.52 0.014
H 1.62 -3.06 -0.89 0.133
```

Values from the calculation:
HOMO (alpha / beta)   -7.771 / -7.650 eV
Kohn-Sham gap (alpha / beta)   8.35 / 7.44 eV
Total charge   0

---

Version b
The following is a DFT calculation (ωB97M-V/def2-TZVPD) of one molecule with the formula C7H10N2O.

Structure (XYZ):
```
20
Properties=species:S:1:pos:R:3:lowdin_charge:R:1
C -0.95 -1.46 1.21 -0.408
C 0.33 -1.29 0.46 -0.255
C 0.04 1.20 -0.53 -0.515
N 0.94 -2.39 0.01 0.164
N 0.32 1.04 -1.93 0.057
C -1.57 -0.09 1.20 -0.065
C -1.37 0.31 -0.07 -0.005
C 0.95 0.06 0.32 -0.042
C 0.11 2.50 -0.05 0.072
O -1.36 -2.56 1.57 0.044
H 0.47 -3.27 0.16 0.112
H 1.91 -2.41 -0.26 0.109
H 0.23 0.07 -2.23 0.079
H -0.30 1.60 -2.50 0.088
H -1.59 0.56 2.06 0.104
H -1.34 -0.46 -0.85 0.096
H 1.93 0.03 -0.15 0.116
H 1.03 0.52 1.30 0.116
H 0.34 3.33 -0.71 0.064
H -0.11 2.71 0.98 0.067
```

Values from the calculation:
HOMO (alpha / beta)   -6.978 / -7.927 eV
Kohn-Sham gap (alpha / beta)   6.82 / 7.61 eV
Total charge   0

---

Which one is most stable, and which one is least stable? version b is the most stable of them, while version a is the least stable.

---

Version a
The following is a DFT calculation (ωB97M-V/def2-TZVPD) of one molecule with the formula C3H3NS3.

Structure (XYZ):
```
10
Properties=species:S:1:pos:R:3:lowdin_charge:R:1
S -3.23 -0.10 -0.01 0.702
C -1.66 -0.08 0.29 -0.803
C -0.52 -0.10 -0.75 -0.852
S 0.57 1.43 -0.49 0.821
C 1.86 0.47 0.42 -0.559
N 1.82 -0.77 0.46 -0.389
S 0.65 -1.56 -0.48 0.841
H -1.28 -0.12 1.37 0.075
H -0.86 -0.25 -1.79 0.058
H 2.65 1.09 0.99 0.104
```

Values from the calculation:
HOMO   -8.871 eV
Kohn-Sham gap   8.12 eV
Structure (SMILES)   S=C[C@H]1SC=NS1
Total charge   0

---

Version b
The following is a DFT calculation (ωB97M-V/def2-TZVPD) of one molecule with the formula C3H3NS3.

Structure (XYZ):
```
10
Properties=species:S:1:pos:R:3:lowdin_charge:R:1
S 2.58 -0.89 0.11 0.709
C 1.05 -1.30 -0.21 -0.627
C -0.16 -0.48 0.02 -0.582
C -0.10 0.92 0.54 -0.691
S 0.60 2.14 -0.23 0.745
N -1.26 -1.11 -0.21 -0.318
S -2.72 -0.28 0.04 0.774
H 0.77 -2.27 -0.64 0.066
H -0.62 1.06 1.47 0.047
H -3.50 -1.36 -0.23 -0.124
```

Values from the calculation:
HOMO   -8.847 eV
Kohn-Sham gap   7.54 eV
Structure (SMILES)   S=CC(C=S)=NS
Total charge   0

---

Which one is most stable, and which one is least stable? version a is the most stable of them, while version b is the least stable.